one.
Computed, not measured: a structure of composition H8O4Rb, with ωB97M-V/def2-TZVPD.

XYZ file:
```
13
Properties=species:S:1:pos:R:3:mulliken_charge:R:1
H 10.711 -30.177 -8.203 0.279
H 10.168 -31.482 -8.782 0.310
H 6.254 -28.672 -8.236 0.309
O 6.991 -28.316 -8.752 -0.566
H 5.267 -30.918 -11.623 0.322
H 10.043 -30.334 -13.431 0.302
O 10.078 -30.520 -8.848 -0.551
H 6.970 -27.360 -8.609 0.297
O 9.083 -30.458 -13.430 -0.539
Rb 7.901 -30.059 -10.802 0.861
O 5.784 -31.681 -11.909 -0.583
H 5.149 -32.336 -12.228 0.275
H 8.839 -30.540 -14.362 0.285
```

For the LUMO energy, the calculation gives -3.238 eV. For the HOMO-LUMO gap, the calculation gives 12.200 eV. Its charge is +1.

---

two.
Computed, not measured: a structure of composition H8O4Rb, with ωB97M-V/def2-TZVPD.

XYZ file:
```
13
Properties=species:S:1:pos:R:3:mulliken_charge:R:1
H 5.516 -0.768 12.602 0.344
Rb 4.607 0.809 10.953 0.641
H 5.437 -1.745 11.448 0.325
H 6.934 1.260 10.870 0.356
O 2.949 -0.306 11.821 -0.609
O 6.254 1.543 10.259 -0.616
H 6.570 1.263 9.400 0.372
O 5.594 -0.823 11.650 -0.592
H 3.497 1.096 8.868 0.349
H 2.933 0.551 12.246 0.337
H 2.406 -0.197 11.040 0.339
H 3.576 -0.415 8.863 0.339
O 3.970 0.362 9.258 -0.585
```

For the LUMO energy, the calculation gives -3.796 eV. For the HOMO-LUMO gap, the calculation gives 9.942 eV. Its charge is +1.

---

Least stable: two

---

one.
Computed, not measured: the molecule C5H5N3, with ωB97M-V/def2-TZVPD.

XYZ file:
```
13
Properties=species:S:1:pos:R:3:mulliken_charge:R:1
H 2.288 -1.027 0.705 0.248
H -0.471 -0.812 2.688 0.292
N 1.072 0.271 -2.685 -0.520
H -1.662 2.210 0.130 0.341
N -1.296 0.812 1.458 -0.603
C -0.257 0.362 -0.509 0.315
C 0.279 -0.568 0.540 0.370
N -0.594 -0.363 1.692 0.036
C -1.213 1.129 0.132 -0.266
C 0.426 0.543 -1.738 0.162
C 1.260 -1.583 0.390 -0.961
H 1.589 -2.188 -0.703 0.297
H 1.017 -2.522 1.041 0.291
```

For the LUMO energy, the calculation gives 0.537 eV. For the HOMO-LUMO gap, the calculation gives 9.648 eV. As for the SMILES: Cc1[nH]ncc1C#N. Its charge is 0.

---

two.
Computed, not measured: the molecule C5H5N3, with ωB97M-V/def2-TZVPD.

XYZ file:
```
13
Properties=species:S:1:pos:R:3:mulliken_charge:R:1
C 1.330 -1.046 -0.040 0.080
C -2.144 -0.093 0.055 -0.272
N 2.128 -0.042 0.065 -0.555
H 1.805 2.071 -0.227 0.323
H 1.774 -1.997 -0.121 0.447
C -0.102 0.736 -0.162 0.053
N 1.292 1.122 0.191 -0.117
H -3.271 -0.104 0.066 0.346
H -1.836 2.145 0.145 0.317
C -1.251 -1.110 0.026 -0.465
N 0.105 -0.709 -0.167 0.184
C -1.449 1.094 -0.060 -0.524
H -1.444 -2.210 0.598 0.184
```

For the LUMO energy, the calculation gives 1.039 eV. For the HOMO-LUMO gap, the calculation gives 8.814 eV. As for the SMILES: c1cc2[nH]ncn2c1. Its charge is 0.

---

three.
Computed, not measured: a cluster of 2 separate species, C5H5N3 in total, with ωB97M-V/def2-TZVPD.

XYZ file:
```
13
Properties=species:S:1:pos:R:3:mulliken_charge:R:1
C -0.510 0.445 -1.534 -0.239
N 1.653 2.000 1.435 -0.075
C -0.730 -1.627 0.423 -0.176
H 1.645 2.691 2.237 0.239
C -1.194 -0.716 -1.732 -0.318
C -1.326 -1.807 -0.889 -0.360
H 2.111 0.978 1.628 0.255
H -0.243 1.277 -2.271 0.346
N -0.105 -0.507 0.676 -0.411
N 1.166 2.112 0.315 -0.441
H -0.757 -2.536 1.100 0.302
H -1.624 -2.740 -1.142 0.452
C -0.085 0.430 -0.247 0.425
```

For the LUMO energy (alpha / beta), the calculation gives -0.472 / 0.195 eV. For the HOMO-LUMO gap (alpha / beta), the calculation gives 6.847 / 8.280 eV. Its charge is 0.

---

Least stable: three

---

one.
Computed, not measured: a cluster of 2 separate species, C3H10O2 in total, with ωB97M-V/def2-TZVPD.

XYZ file:
```
15
Properties=species:S:1:pos:R:3:mulliken_charge:R:1
H 0.092 0.168 1.572 0.304
H 0.109 1.780 1.487 0.338
C -0.179 0.946 0.849 -1.277
H 0.341 2.268 -1.917 0.328
H -1.135 1.625 -1.584 0.339
O 1.890 1.195 -0.409 -0.568
H -0.125 0.574 -2.501 0.291
O -0.851 -3.941 1.870 -0.640
H 2.430 0.471 -0.087 0.312
H -1.041 -4.554 1.158 0.320
H -1.242 -3.092 1.628 0.319
H 0.525 -0.377 -0.631 0.191
C 0.551 0.690 -0.450 0.664
H -1.260 0.960 0.710 0.331
C -0.105 1.288 -1.695 -1.252
```

For the LUMO energy, the calculation gives 0.602 eV. For the HOMO-LUMO gap, the calculation gives 11.024 eV. As for the SMILES: CC(C)O.O. Its charge is 0.

---

two.
Computed, not measured: a cluster of 2 separate species, C3H10O2 in total, with ωB97M-V/def2-TZVPD.

XYZ file:
```
15
Properties=species:S:1:pos:R:3:mulliken_charge:R:1
H 0.542 1.565 -0.807 0.315
O -5.221 0.694 0.514 -0.647
C 1.011 -0.432 -0.205 0.265
H 2.978 -0.603 0.957 0.310
C 0.959 1.105 0.053 -1.150
H -5.751 0.001 0.057 0.325
H 1.922 1.584 0.330 0.290
O 1.644 -0.540 -1.621 -0.589
H 1.023 -0.752 -2.332 0.286
H 0.101 -0.897 -0.183 0.400
H -5.214 1.427 -0.113 0.321
H 1.384 -1.326 1.558 0.347
H 0.390 1.412 0.960 0.344
H 2.206 -2.094 0.103 0.242
C 2.026 -1.143 0.727 -1.058
```

For the LUMO energy, the calculation gives 0.786 eV. For the HOMO-LUMO gap, the calculation gives 10.888 eV. As for the SMILES: CC(C)O.O. Its charge is 0.

---

Least stable: two